No. 1
89
Properties=species:S:1:pos:R:3:forces:R:3:lowdin_charge:R:1 method="wB97M-V/def2-TZVPD" e_lumo_ev="-3.9 / -3.9" de_lowest_kcal_mol=55.8 max_force_ev_per_a=3.350 total_charge=+1 gap_ev="6.231 / 6.277" e_homo_ev="-10.10 / -10.14"
W -0.4681 0.3471 -0.1032 -3.12 -1.19 0.24 1.274
C -3.7207 -4.1953 3.8196 0.02 0.01 0.03 -0.066
C -2.4273 -4.1049 4.3138 -0.02 -0.01 -0.01 -0.062
C -1.4685 -3.3588 3.6396 -0.02 0.01 -0.02 -0.079
C -1.8047 -2.7122 2.4538 -0.27 0.38 -0.15 -0.370
C -3.1080 -2.8004 1.9642 -0.01 -0.01 -0.05 -0.113
C -4.0625 -3.5392 2.6445 0.00 0.01 -0.03 -0.067
P -0.5877 -1.8022 1.4437 1.15 -0.45 0.00 1.042
C 0.8214 -1.6391 2.6089 -0.10 0.11 0.01 -0.392
C 1.9826 -2.4015 2.5721 0.01 0.01 -0.04 -0.082
C 2.9990 -2.1724 3.4960 0.04 0.01 0.00 -0.066
C 2.8640 -1.1817 4.4581 -0.01 0.00 -0.02 -0.072
C 1.7075 -0.4099 4.4974 -0.02 0.00 -0.06 -0.073
C 0.6995 -0.6314 3.5713 -0.01 -0.10 0.09 -0.126
C -0.0832 -3.0503 0.2131 -0.07 0.00 0.03 -0.308
C 0.0867 -4.3727 0.5451 0.00 0.02 -0.02 -0.078
C 0.4353 -5.3247 -0.4311 0.02 -0.03 0.10 -0.057
C 0.5497 -4.9417 -1.7359 0.01 0.01 -0.08 -0.017
C 0.3424 -3.5968 -2.1244 0.01 0.08 0.11 -0.161
C 0.4200 -3.2161 -3.4868 0.04 -0.07 -0.03 -0.025
C 0.2197 -1.9200 -3.8527 -0.05 0.02 -0.05 -0.059
C -0.0344 -0.9388 -2.8688 0.04 -0.07 0.02 -0.094
C -0.1153 -1.2291 -1.5220 0.24 0.21 0.08 -0.266
C 0.0496 -2.6120 -1.1398 -0.08 -0.02 -0.03 -0.198
H -4.4656 -4.7732 4.3517 0.03 0.01 -0.01 0.111
H -2.1600 -4.6203 5.2277 0.00 0.03 -0.01 0.111
H -0.4659 -3.2898 4.0397 0.02 0.01 0.00 0.106
H -3.3709 -2.2986 1.0380 -0.01 0.00 0.03 0.092
H -5.0716 -3.6057 2.2587 0.02 0.00 0.00 0.111
H 2.1012 -3.1703 1.8176 0.00 -0.01 0.05 0.103
H 3.8993 -2.7759 3.4672 -0.05 0.03 -0.02 0.112
H 3.6572 -1.0103 5.1757 -0.03 -0.01 -0.02 0.111
H 1.5970 0.3681 5.2437 -0.01 -0.05 -0.01 0.110
H -0.2072 -0.0338 3.6017 0.03 0.00 0.01 0.079
H -0.0588 -4.6956 1.5699 0.00 0.00 -0.01 0.110
H 0.5983 -6.3552 -0.1414 -0.04 0.03 -0.02 0.111
H 0.7950 -5.6685 -2.5030 -0.02 0.02 0.04 0.120
H 0.6397 -3.9772 -4.2281 -0.01 0.04 0.03 0.118
H 0.2737 -1.6331 -4.8957 -0.01 0.00 0.02 0.110
H -0.1500 0.0871 -3.1961 0.04 0.01 -0.01 0.084
Cl -1.1412 2.4502 1.5417 -0.10 0.09 -0.05 0.637
C -2.5073 2.2421 2.7103 0.05 -0.15 0.14 -0.895
Cl -3.0662 0.5906 2.8672 0.09 -0.02 -0.11 0.602
H -3.3121 2.8624 2.3399 -0.01 0.04 -0.08 0.034
H -2.1524 2.5780 3.6754 0.07 0.08 0.01 0.035
N 6.8208 0.8804 1.5366 0.04 -0.01 0.00 0.200
C 5.7046 0.7828 1.2899 -0.11 0.01 -0.01 -0.145
C 4.3013 0.6666 0.9952 -0.07 0.04 0.00 -0.184
C 3.3730 1.5023 1.6047 0.16 0.12 0.16 0.030
C 2.0426 1.3547 1.3020 -0.08 0.20 0.33 -0.113
N 1.5710 0.4389 0.4418 1.85 0.01 0.33 -0.113
C 2.4781 -0.3610 -0.1414 0.00 -0.16 -0.25 -0.069
C 3.8313 -0.2792 0.1027 0.20 -0.15 -0.10 0.038
H 3.6876 2.2585 2.3105 -0.05 -0.02 -0.01 0.137
H 1.3172 1.9938 1.7797 -0.04 0.04 -0.01 0.069
H 2.0963 -1.0854 -0.8419 0.00 -0.03 -0.04 0.114
H 4.5094 -0.9532 -0.4021 -0.05 0.01 -0.01 0.139
C 1.2679 2.9362 -4.3031 -0.04 -0.04 -0.02 -0.010
C 1.4478 3.3003 -2.8364 -0.06 0.02 -0.02 -0.463
C 2.8196 3.9222 -2.6337 0.00 -0.04 0.01 -0.007
O 1.4040 2.0608 -2.0895 0.08 -0.04 0.20 0.057
B 0.2181 1.9669 -1.3899 0.48 0.79 -0.44 -0.722
O -0.5206 3.1362 -1.5148 -0.08 -0.17 -0.22 0.018
C 0.2514 4.1297 -2.2379 0.08 -0.04 0.05 -0.462
C 0.6815 5.1652 -1.2065 0.03 -0.07 0.04 -0.009
C -0.6487 4.7759 -3.2747 -0.02 0.02 -0.03 -0.007
H 2.0604 2.2444 -4.5905 -0.01 0.01 0.00 0.097
H 1.3332 3.8192 -4.9411 -0.02 -0.06 0.00 0.096
H 0.3095 2.4430 -4.4780 0.03 0.04 0.00 0.091
H 3.5734 3.2772 -3.0876 -0.02 0.03 0.00 0.094
H 3.0588 4.0257 -1.5751 -0.02 0.05 -0.05 0.084
H 2.8771 4.9030 -3.1097 0.03 -0.03 0.02 0.099
H 1.2597 4.6957 -0.4069 0.02 0.05 -0.04 0.089
H -0.2082 5.6116 -0.7607 0.02 0.00 -0.02 0.094
H 1.2808 5.9571 -1.6584 -0.03 -0.01 0.04 0.096
H -1.1452 4.0256 -3.8892 0.04 0.04 -0.01 0.089
H -0.0764 5.4419 -3.9248 -0.06 -0.01 0.04 0.099
H -1.4173 5.3657 -2.7730 0.02 -0.01 -0.02 0.093
C -3.9733 2.0109 -1.0893 0.12 0.00 0.10 -0.029
C -3.2998 0.7138 -1.4890 -0.39 0.01 0.03 -0.444
C -4.2078 -0.4957 -1.3970 0.10 -0.04 0.12 -0.034
O -2.1665 0.4989 -0.6410 -0.16 0.35 -0.18 -0.372
H -4.7407 2.2678 -1.8198 0.00 -0.01 0.03 0.095
H -3.2354 2.8139 -1.0518 -0.05 0.01 -0.03 0.076
H -4.4486 1.9011 -0.1110 0.01 0.03 -0.02 0.082
H -2.9177 0.8014 -2.5049 0.25 -0.02 -0.04 0.148
H -4.6860 -0.5377 -0.4155 0.01 -0.02 -0.03 0.082
H -3.6307 -1.4084 -1.5535 -0.05 -0.01 -0.05 0.083
H -4.9822 -0.4357 -2.1616 -0.01 0.00 0.02 0.094

No. 2
56
Properties=species:S:1:pos:R:3:forces:R:3:nbo_charge:R:1 method="wB97M-V/def2-TZVPD" e_lumo_ev=-3.3 max_force_ev_per_a=4.841 total_charge=+1 gap_ev=8.191 e_homo_ev=-11.49
C 1.0020 -1.2451 -3.8793 0.04 -0.68 0.41 -0.246
C 0.9605 -0.8805 -2.5428 0.31 0.17 -0.22 0.273
N -0.1808 -0.8224 -1.8344 1.03 -0.23 1.70 -0.562
C -1.3359 -1.1559 -2.4018 0.02 0.16 -1.14 0.282
C -1.3431 -1.5204 -3.7387 -0.39 0.13 0.28 -0.245
C -0.1802 -1.6054 -4.4830 -0.16 0.23 -0.37 -0.109
C 2.2153 -0.3061 -1.9920 0.86 -0.13 -0.40 -0.808
P 2.4280 -0.0889 -0.1932 3.06 -0.52 -2.27 0.786
Hf 0.0588 -0.3493 0.5997 -2.61 3.83 -1.40 1.641
P -2.5029 -0.1193 -0.1524 -1.19 1.64 0.88 1.013
C -2.6531 -1.0318 -1.6717 1.01 -0.67 -0.86 -0.798
O 2.1454 2.3624 -2.8348 -1.29 0.41 1.74 -1.020
O -0.3084 2.2706 -2.3312 -0.63 0.37 2.84 -1.028
H 1.9785 -1.3102 -4.3454 -0.26 0.11 -0.25 0.235
H -2.3179 -1.6529 -4.1539 -0.30 -0.39 -0.56 0.227
H -0.2087 -1.8730 -5.5359 -0.05 -0.05 0.19 0.240
C 3.3509 -1.6353 0.1535 -0.20 0.02 0.78 -0.915
C 3.7112 1.2297 -0.0585 -0.74 -0.04 0.54 -0.887
H -3.3259 -0.5250 -2.3509 -0.38 0.00 -0.04 0.264
H -3.0144 -2.0315 -1.4945 -0.32 -0.43 0.14 0.270
H 2.2193 0.6928 -2.4424 0.07 0.49 0.32 0.351
H 3.1458 -0.7269 -2.4548 -0.82 -0.14 0.55 0.257
C -3.8357 -0.7941 0.9339 0.45 -0.11 -0.11 -0.934
C -3.2830 1.4716 -0.7070 0.62 -0.45 0.41 -0.941
H -0.3672 1.8600 -1.1848 0.08 0.62 -2.14 0.432
H -0.4833 3.2386 -2.2218 0.03 -1.05 -0.18 0.485
H 1.0952 2.3414 -2.5455 1.73 0.09 -0.87 0.495
H 2.1257 2.2789 -3.7682 0.03 0.13 -1.47 0.467
H -1.0917 -1.5000 0.8096 -1.53 -3.23 0.08 -0.349
H -0.5497 1.4156 -0.1192 0.90 -0.16 -0.47 -0.356
H 4.4118 -1.5582 -0.1574 -0.67 -0.11 0.13 0.258
H 3.2630 -1.7189 1.2463 0.49 -0.51 -0.21 0.244
H 2.8503 -2.5021 -0.3207 0.32 0.44 0.25 0.251
H 4.7145 0.8203 -0.2400 -0.40 0.10 0.00 0.252
H 3.4706 2.0491 -0.7503 0.06 -0.27 0.19 0.294
H 3.6143 1.5705 0.9809 0.42 0.20 -0.28 0.247
H -4.2775 1.2892 -1.1177 0.07 0.06 0.01 0.231
H -3.3427 2.1353 0.1550 -0.06 0.12 -0.06 0.244
H -2.6079 1.9050 -1.4489 -0.26 0.06 -0.02 0.255
H -4.8339 -0.6934 0.4481 0.73 -0.12 0.47 0.245
H -3.5634 -1.8528 1.1157 -0.43 0.52 0.05 0.249
H -3.7882 -0.2351 1.8930 -0.23 -0.39 -0.56 0.250
Cl -0.8696 1.2782 8.8584 -0.04 0.00 -0.12 0.061
C -0.6554 0.9806 7.1764 0.23 -0.26 -0.94 0.012
C -0.0071 -0.1992 6.7632 0.09 -0.09 -0.58 -0.238
C 0.1949 -0.4362 5.3880 -0.45 0.70 0.96 -0.119
C -0.2612 0.4865 4.4390 -0.11 0.08 0.40 -0.224
C -0.8978 1.6558 4.8604 -0.23 0.33 1.17 -0.123
C -1.1050 1.9185 6.2277 0.19 -0.38 -0.21 -0.238
C -0.1023 0.2532 3.0064 0.90 -0.95 -0.05 0.802
O 0.5020 -0.8572 2.5593 -0.48 1.76 1.36 -0.765
O -0.5064 1.0869 2.1298 0.29 -0.99 0.85 -0.677
H 0.3379 -0.9307 7.5100 -0.20 0.50 -0.45 0.246
H 0.7039 -1.3093 5.0408 0.18 -0.47 0.00 0.239
H -1.2295 2.3811 4.1356 -0.06 0.03 -0.14 0.240
H -1.6098 2.8287 6.5812 0.31 -0.48 -0.34 0.246

No. 3
64
Properties=species:S:1:pos:R:3:forces:R:3:nbo_charge:R:1 method="wB97M-V/def2-TZVPD" e_lumo_ev=0.7 de_lowest_kcal_mol=28.3 max_force_ev_per_a=1.383 smiles="Cc1cc(C)c(S(=O)(=O)N2CCO[C@H]2CNC(=O)C(=O)NCCN2CCOCC2)c(C)c1" gap_ev=9.180 e_homo_ev=-8.47
C 0.2658 -0.6023 4.0904 0.08 0.02 -0.02 -0.654
C -0.4180 -0.2729 2.8020 -0.09 0.04 -0.09 0.020
C -0.9571 -1.2671 1.9985 0.00 0.18 -0.08 -0.210
C -1.5981 -0.9744 0.8000 -0.02 -0.19 0.02 0.034
C -2.1948 -2.0928 0.0071 -0.02 -0.29 -0.09 -0.664
C -1.6881 0.3606 0.3968 -0.15 0.23 -0.29 -0.333
S -2.5607 0.5697 -1.1715 -0.59 0.34 -0.20 2.313
O -1.9060 -0.2595 -2.1493 -0.02 0.06 0.05 -0.964
O -3.9501 0.2930 -0.9044 0.03 0.15 0.18 -0.950
N -2.4560 2.1599 -1.7784 -0.09 -1.13 0.73 -0.689
C -3.5925 3.0246 -1.4874 -0.37 0.47 0.12 -0.261
C -4.1943 3.2722 -2.8733 -0.22 -0.15 0.34 -0.083
O -3.0651 3.2372 -3.7207 0.33 0.15 0.12 -0.510
C -2.2379 2.2207 -3.2298 0.77 -0.68 -0.92 0.240
C -0.7720 2.5198 -3.5833 -0.42 0.29 0.10 -0.243
N 0.0342 1.3304 -3.5080 -0.02 -0.28 -0.25 -0.589
C 0.3965 0.8132 -2.3253 0.53 0.37 -0.23 0.627
O 0.4085 1.4140 -1.2625 0.13 0.06 -0.10 -0.658
C 0.8844 -0.6306 -2.4265 0.07 -0.21 0.28 0.590
O 1.0619 -1.1923 -3.4908 -0.02 -0.04 -0.23 -0.629
N 1.0605 -1.1527 -1.2083 -0.08 0.26 0.34 -0.600
C 1.5235 -2.4891 -0.9496 0.47 -0.16 -0.14 -0.257
C 3.0131 -2.5330 -0.5404 -0.32 -0.11 -0.17 -0.206
N 3.3548 -2.0805 0.7858 0.01 0.04 0.08 -0.452
C 2.8124 -2.8610 1.8794 0.29 0.13 0.26 -0.254
C 3.5762 -2.4825 3.1511 -0.17 -0.36 -0.09 -0.070
O 3.4663 -1.1035 3.4239 -0.02 0.04 0.11 -0.533
C 3.9453 -0.3383 2.3394 -0.10 0.25 -0.35 -0.071
C 3.1780 -0.6677 1.0568 0.30 0.05 0.34 -0.251
C -1.1760 1.3832 1.1882 0.05 0.15 0.13 0.066
C -1.3043 2.8285 0.8377 0.15 0.12 -0.03 -0.648
C -0.5382 1.0415 2.3759 -0.08 -0.14 -0.11 -0.237
H 0.0742 0.1677 4.8337 -0.03 0.03 0.11 0.219
H -0.0758 -1.5597 4.4767 -0.02 -0.07 0.08 0.214
H 1.3454 -0.6603 3.9429 0.01 -0.02 0.04 0.258
H -0.8999 -2.2979 2.3200 -0.03 -0.12 0.01 0.204
H -1.6762 -2.2087 -0.9425 0.01 -0.13 0.01 0.249
H -2.1429 -3.0262 0.5637 -0.01 -0.01 0.04 0.213
H -3.2338 -1.8688 -0.2245 -0.06 -0.18 -0.01 0.247
H -4.2779 2.5173 -0.8102 -0.05 0.21 0.00 0.243
H -3.2336 3.9614 -1.0523 -0.08 -0.07 0.04 0.198
H -4.6716 4.2442 -2.9865 -0.03 -0.08 0.06 0.203
H -4.8958 2.4688 -3.1347 0.03 0.09 0.00 0.177
H -2.5152 1.2456 -3.6681 0.04 0.34 -0.05 0.183
H -0.7401 2.9280 -4.5940 0.07 -0.02 0.05 0.221
H -0.3755 3.2495 -2.8739 -0.07 0.04 -0.13 0.224
H -0.0256 0.6512 -4.2577 0.10 0.04 0.09 0.425
H 0.8608 -0.5261 -0.4389 -0.01 -0.01 -0.10 0.430
H 1.4033 -3.0489 -1.8805 -0.05 -0.05 0.12 0.234
H 0.9046 -2.9438 -0.1723 -0.05 -0.02 -0.06 0.199
H 3.5823 -1.9304 -1.2530 -0.02 -0.08 -0.06 0.205
H 3.3540 -3.5691 -0.6220 0.01 0.01 -0.08 0.199
H 2.9555 -3.9226 1.6700 -0.04 -0.04 0.02 0.207
H 1.7383 -2.6654 2.0397 -0.01 -0.07 -0.01 0.168
H 3.1684 -2.9991 4.0219 0.04 -0.03 -0.05 0.191
H 4.6349 -2.7515 3.0264 -0.08 -0.03 0.01 0.171
H 3.8076 0.7074 2.6187 0.04 -0.02 -0.05 0.193
H 5.0145 -0.5428 2.1864 -0.07 0.05 -0.02 0.170
H 3.5768 -0.0851 0.2258 -0.04 0.06 -0.03 0.214
H 2.1194 -0.3953 1.2118 0.04 0.06 -0.01 0.167
H -0.9554 2.9918 -0.1762 0.02 0.14 0.02 0.262
H -0.7140 3.4325 1.5225 -0.03 0.04 0.06 0.217
H -2.3448 3.1379 0.9100 -0.08 0.13 0.01 0.212
H -0.1344 1.8303 2.9938 0.02 0.14 0.05 0.210